{"formula": "C28H9AuCl2F15GeN2OS", "method": "ωB97M-V with the def2-TZVPD basis set", "de_lowest_ev": 0.039, "spin_multiplicity": 1, "charge": 1, "molar_mass_g_mol": 1046.9, "total_energy_ev": -171051.997, "homo_lumo_gap_ev": 6.550, "max_force_ha_per_bohr": 0.0042, "lumo_energy_ev": -5.0736, "elements": ["Au", "O", "C", "C", "C", "C", "C", "C", "C", "N", "C", "C", "N", "H", "H", "H", "H", "H", "H", "H", "F", "C", "C", "C", "F", "C", "F", "C", "F", "C", "F", "Ge", "S", "C", "C", "F", "C", "F", "C", "F", "C", "F", "C", "F", "C", "C", "F", "C", "F", "C", "F", "C", "F", "C", "F", "Cl", "C", "Cl", "H", "H"], "positions_angstrom": [[1.82852, -0.02837, 1.84946], [3.65854, -0.39749, 1.07296], [3.79355, -0.30913, -0.25479], [4.61527, -1.23966, -0.90129], [4.80874, -1.17994, -2.26458], [4.17919, -0.20392, -3.04105], [3.37710, 0.72519, -2.42073], [3.18971, 0.69058, -1.03309], [2.42778, 1.73037, -0.37577], [1.73402, 1.61375, 0.75666], [1.21084, 2.84982, 1.10116], [1.56396, 3.71820, 0.12921], [2.31651, 3.00251, -0.78087], [5.09732, -1.99996, -0.30083], [5.44926, -1.91152, -2.73917], [4.31271, -0.18384, -4.11277], [2.85535, 1.47221, -3.00901], [0.62161, 2.98933, 1.98700], [1.35630, 4.76586, 0.00558], [2.79333, 3.38156, -1.58402], [-2.87640, -0.79525, -1.65847], [-1.87527, -1.67789, -1.51967], [-1.05466, -1.59030, -0.40461], [-0.03478, -2.51506, -0.32905], [0.81331, -2.51051, 0.71770], [0.18007, -3.47543, -1.30061], [1.18339, -4.33939, -1.18347], [-0.66108, -3.53033, -2.39969], [-0.46889, -4.44285, -3.33552], [-1.70472, -2.62310, -2.51248], [-2.51301, -2.66337, -3.56163], [-1.54349, -0.15671, 0.83896], [-0.31776, 0.18057, 2.68338], [-3.32128, -0.62722, 1.47765], [-4.49250, -0.02746, 1.04020], [-4.45536, 0.95517, 0.13496], [-5.73588, -0.42544, 1.49687], [-6.83894, 0.17003, 1.06304], [-5.82431, -1.46364, 2.41169], [-7.00644, -1.85343, 2.85488], [-4.67514, -2.10161, 2.85175], [-4.75872, -3.10869, 3.71209], [-3.45043, -1.67742, 2.37239], [-2.35334, -2.33097, 2.78389], [-1.50633, 1.54102, -0.13142], [-0.82535, 1.72737, -1.32026], [-0.11715, 0.72301, -1.86642], [-0.79257, 2.94785, -1.96839], [-0.07535, 3.10857, -3.08246], [-1.46513, 4.02592, -1.41879], [-1.42092, 5.20541, -2.02006], [-2.15110, 3.88014, -0.22297], [-2.77841, 4.91882, 0.31089], [-2.14577, 2.64721, 0.40396], [-2.77284, 2.53918, 1.57862], [4.59701, -0.87505, 4.35750], [3.84855, -2.13781, 3.42882], [2.05029, -1.87803, 3.30374], [3.93778, -3.10083, 3.91960], [4.21333, -2.12803, 2.40933]]}